Record 1
Molecular formula: C19H48O19PbS5
Method: DFT, ωB97M-V/def2-TZVPD

Net charge ... -2
Total energy ... -118787.134 eV
E_HOMO ... 0.3976 eV
Orbital gap ... 1.84 eV
Spin multiplicity ... 1

CARTESIAN COORDINATES (ANGSTROEM)
Pb (-1.23, -1.28, 0.06)
O (-6.02, -2.35, 5.76)
C (-6.12, -0.94, 5.46)
C (-4.86, 0.00, 5.08)
O (-3.69, -0.61, 4.64)
H (-6.65, -0.44, 6.27)
H (-6.68, -0.98, 4.52)
H (-4.52, 0.65, 5.89)
H (-5.24, 0.78, 4.42)
O (-2.17, -6.05, 0.97)
C (-2.89, -6.85, 0.07)
C (-2.89, -6.52, -1.47)
O (-2.89, -5.20, -1.89)
H (-3.93, -6.73, 0.39)
H (-2.48, -7.81, 0.38)
H (-3.68, -7.14, -1.90)
H (-2.03, -7.03, -1.89)
O (5.33, 2.61, 3.75)
S (5.01, 1.21, 3.41)
O (4.00, 0.92, 2.49)
O (6.47, 0.52, 2.93)
C (7.66, 0.83, 3.67)
C (8.61, -0.42, 4.00)
C (4.69, 0.25, 5.00)
H (7.35, 1.06, 4.69)
H (8.11, 1.62, 3.07)
H (8.85, -0.98, 3.10)
H (8.16, -1.11, 4.72)
H (9.57, -0.16, 4.45)
H (4.70, -0.79, 4.69)
H (3.74, 0.58, 5.44)
H (5.52, 0.41, 5.68)
O (0.77, 6.32, 0.68)
S (-0.63, 6.03, 1.08)
O (-1.26, 4.69, 1.00)
O (-0.92, 6.59, 2.57)
C (-0.04, 7.56, 3.15)
C (0.37, 7.33, 4.68)
C (-1.71, 7.22, 0.10)
H (-0.48, 8.55, 3.04)
H (0.90, 7.71, 2.63)
H (0.44, 6.27, 4.90)
H (-0.43, 7.62, 5.35)
H (1.38, 7.69, 4.88)
H (-1.15, 8.13, -0.14)
H (-2.57, 7.37, 0.75)
H (-2.03, 6.73, -0.82)
O (-9.14, 0.41, -2.68)
S (-8.49, 0.08, -1.40)
O (-7.11, 0.33, -1.15)
O (-9.27, 0.97, -0.21)
C (-10.68, 1.32, -0.24)
C (-11.35, 0.45, 0.87)
C (-9.04, -1.67, -1.02)
H (-11.23, 1.13, -1.16)
H (-10.86, 2.37, -0.03)
H (-11.48, -0.62, 0.70)
H (-12.34, 0.85, 1.07)
H (-10.70, 0.61, 1.73)
H (-8.55, -1.95, -0.09)
H (-8.84, -2.49, -1.71)
H (-10.12, -1.57, -1.00)
O (1.20, 0.42, -5.02)
S (1.01, 0.24, -6.44)
O (-0.23, 0.65, -7.12)
O (2.24, 1.00, -7.14)
C (3.34, 1.26, -6.35)
C (4.06, 2.44, -7.13)
C (1.60, -1.40, -7.05)
H (3.84, 0.29, -6.41)
H (3.11, 1.47, -5.31)
H (4.13, 2.27, -8.20)
H (5.07, 2.68, -6.81)
H (3.45, 3.30, -6.85)
H (2.46, -1.55, -6.40)
H (1.69, -1.26, -8.12)
H (0.79, -2.11, -6.94)
O (3.98, -3.66, -1.47)
S (4.92, -4.74, -1.44)
O (5.07, -5.63, -2.55)
O (6.40, -4.07, -1.05)
C (6.74, -3.02, -1.87)
C (7.19, -3.60, -3.20)
C (4.82, -5.64, 0.15)
H (7.62, -2.66, -1.34)
H (6.11, -2.13, -1.93)
H (7.70, -4.56, -3.11)
H (7.91, -2.88, -3.59)
H (6.36, -3.74, -3.88)
H (4.00, -6.34, 0.02)
H (4.46, -4.91, 0.87)
H (5.73, -6.19, 0.40)

Record 2
Molecular formula: C4H9O2
Method: DFT, ωB97M-V/def2-TZVPD

Net charge ... -1
Total energy ... -8390.188 eV
E_HOMO ... -3.7350 eV
Relative energy (zero: lowest compared OMol25 entry of this formula, charge and spin) ... 7.0 kcal/mol
Orbital gap ... 7.63 eV
Spin multiplicity ... 1

CARTESIAN COORDINATES (ANGSTROEM)
C (-1.29, -1.21, 0.13)
C (-1.39, -0.42, 1.43)
H (-0.85, -0.63, -0.69)
H (-0.67, -2.10, 0.16)
H (-2.27, -1.55, -0.20)
H (-0.63, -0.77, 2.14)
H (-1.37, 0.65, 1.25)
H (-2.29, -0.65, 2.00)
C (1.57, 1.26, -0.29)
C (1.43, 0.55, -1.71)
O (0.36, 0.65, -2.32)
O (2.52, -0.02, -1.99)
H (2.58, 1.65, -0.19)
H (1.44, 0.49, 0.47)
H (0.87, 2.10, -0.18)

Record 3
Molecular formula: CH7N4S
Method: DFT, ωB97M-V/def2-TZVPD

Net charge ... +1
Total energy ... -17938.816 eV
E_HOMO (spin up / spin down) ... -12.3048 / -12.3045 eV
Relative energy (zero: lowest compared OMol25 entry of this formula, charge and spin) ... 0.0 kcal/mol
Orbital gap (spin up / spin down) ... 8.42 / 8.42 eV
Spin multiplicity ... 1

CARTESIAN COORDINATES (ANGSTROEM)
C (-1.05, 0.57, 0.21)
N (-2.25, 0.62, 0.72)
N (-0.76, 0.66, -1.05)
N (2.11, -0.27, -0.16)
N (3.16, -1.02, -0.23)
S (2.21, 1.24, 0.29)
H (-3.08, 0.75, 0.15)
H (-1.45, 0.80, -1.77)
H (-2.38, 0.57, 1.72)
H (3.03, -1.97, -0.56)
H (4.10, -0.70, 0.01)
H (0.22, 0.61, -1.32)
H (-0.21, 0.46, 0.89)

Record 4
Molecular formula: C3H6N2O3S
Method: DFT, ωB97M-V/def2-TZVPD

Total energy ... -23160.003 eV
<S²> ... 2.01
E_HOMO (spin up / spin down) ... -6.8208 / -11.0678 eV
Relative energy (zero: lowest compared OMol25 entry of this formula, charge and spin) ... 0.0 kcal/mol
Orbital gap (spin up / spin down) ... 6.92 / 8.68 eV
Spin multiplicity ... 3

CARTESIAN COORDINATES (ANGSTROEM)
C (-0.27, -0.05, 0.47)
C (0.00, 0.68, -2.11)
C (1.27, -0.97, -0.97)
N (0.68, -0.88, 0.30)
N (1.24, 0.32, -1.67)
O (0.30, 0.11, 3.06)
O (-1.66, -1.19, 2.19)
O (-1.72, 1.25, 2.24)
S (-0.74, -0.08, 2.17)
H (-0.73, 0.01, -2.62)
H (-0.35, 1.70, -1.85)
H (2.23, -1.23, -0.66)
H (0.92, -1.75, -1.58)
H (-2.62, 0.98, 2.17)
H (1.45, 1.09, -1.14)

Record 5
Molecular formula: C4H10N
Method: DFT, ωB97M-V/def2-TZVPD

Net charge ... +1
Total energy ... -5793.713 eV
E_HOMO ... -16.8208 eV
Relative energy (zero: lowest compared OMol25 entry of this formula, charge and spin) ... 3.3 kcal/mol
Orbital gap ... 13.33 eV
Structure (SMILES) ... C1CC[NH2+]C1
Spin multiplicity ... 1

CARTESIAN COORDINATES (ANGSTROEM)
C (0.91, 0.67, 0.58)
C (0.44, 0.84, -0.86)
C (-0.12, -0.55, -1.15)
N (-0.85, -0.86, 0.17)
C (-0.26, 0.00, 1.28)
H (1.73, -0.05, 0.55)
H (1.25, 1.57, 1.07)
H (-0.37, 1.55, -1.00)
H (1.28, 1.11, -1.50)
H (-0.89, -0.60, -1.91)
H (0.59, -1.34, -1.39)
H (-1.82, -0.60, 0.01)
H (-0.94, -1.84, 0.42)
H (-1.03, 0.68, 1.62)
H (0.09, -0.60, 2.10)

Record 6
Molecular formula: C13H24O
Method: DFT, ωB97M-V/def2-TZVPD

Total energy ... -15918.108 eV
E_HOMO ... -9.2143 eV
Relative energy (zero: lowest compared OMol25 entry of this formula, charge and spin) ... 7.9 kcal/mol
Orbital gap ... 10.17 eV
Structure (SMILES) ... CCCC[C@H]1O[C@]2(C)CC[C@H]1[C@@H](C)C2
Spin multiplicity ... 1

CARTESIAN COORDINATES (ANGSTROEM)
C (-3.29, -0.38, -4.02)
C (-2.42, -1.09, -3.01)
C (-1.42, -0.15, -2.27)
C (-0.52, -0.89, -1.23)
C (0.44, 0.10, -0.59)
O (-0.36, 0.93, 0.30)
C (0.19, 1.20, 1.61)
C (-0.70, 2.24, 2.29)
C (1.58, 1.80, 1.39)
C (2.41, 0.80, 0.59)
C (1.61, -0.46, 0.22)
C (1.09, -1.17, 1.51)
C (2.27, -1.79, 2.27)
C (0.31, -0.13, 2.37)
H (-3.94, 0.35, -3.53)
H (-2.62, 0.15, -4.67)
H (-3.90, -1.09, -4.57)
H (-1.92, -1.89, -3.59)
H (-3.06, -1.63, -2.32)
H (-0.77, 0.36, -3.01)
H (-1.94, 0.63, -1.70)
H (0.02, -1.70, -1.74)
H (-1.11, -1.37, -0.47)
H (0.89, 0.67, -1.38)
H (-1.69, 1.83, 2.36)
H (-0.38, 2.46, 3.32)
H (-0.75, 3.16, 1.68)
H (1.52, 2.75, 0.85)
H (2.06, 2.00, 2.35)
H (2.78, 1.28, -0.31)
H (3.22, 0.53, 1.21)
H (2.18, -1.18, -0.39)
H (0.40, -2.01, 1.21)
H (2.94, -2.23, 1.53)
H (1.87, -2.53, 2.94)
H (2.88, -1.08, 2.85)
H (-0.67, -0.53, 2.58)
H (0.79, 0.06, 3.36)